[1]
11
Properties=species:S:1:pos:R:3:forces:R:3:mulliken_charge:R:1 method="wB97M-V/def2-TZVPD" e_above_lowest_kcal_mol=166.11 e_tot_ev=-7759.323
C 1.20252 -0.64370 0.07757 0.831 0.290 -0.114 -0.19
C -0.17731 -0.83837 0.12065 -1.728 -0.394 0.435 -0.06
C -2.00248 0.99879 0.10590 1.648 1.104 -0.394 -0.18
C 1.74031 0.51380 -0.27756 1.020 2.361 -1.023 -0.66
N -1.18229 -0.04628 0.24758 -0.698 1.085 -0.760 0.17
O -2.56677 -0.27046 -0.23889 0.068 -1.448 0.582 -0.36
H 1.70245 -1.62189 0.13162 0.414 0.881 -0.025 0.28
H -0.43295 -1.82888 -0.05451 -0.992 -1.661 -0.331 0.36
H -2.29300 1.55999 0.97299 -0.461 -0.006 0.507 0.18
H 1.24560 1.50462 -0.48527 -0.386 -1.487 0.662 0.22
H 2.76392 0.67238 -0.60006 0.283 -0.725 0.460 0.25

***

[2]
36
Properties=species:S:1:pos:R:3:forces:R:3:mulliken_charge:R:1 method="wB97M-V/def2-TZVPD" charge=+2 e_tot_ev=-25772.421 multiplicity=5
C -2.31088 -0.61524 0.75106 -1.106 -2.323 0.200 -1.22
C -2.45193 0.79916 -1.43361 -1.670 1.335 -1.387 -1.13
H -2.41556 -1.53290 0.14089 -0.643 0.621 0.788 0.32
H -3.13824 0.03548 0.76275 -1.408 0.415 0.131 0.58
H -1.73067 -0.67297 1.66351 -1.139 -0.706 0.029 0.46
H -1.78109 1.42936 -2.00064 -0.838 0.106 -1.154 0.34
H -2.80173 -0.13810 -1.80175 -0.359 -0.345 -0.791 0.38
H -3.17821 1.34966 -0.82998 -0.119 -0.045 -0.400 0.53
C -0.23589 -2.63604 -0.04403 0.632 0.735 -0.414 0.18
C 0.71290 -3.66702 -0.06032 -1.107 -0.744 0.675 -0.93
C 1.91325 -3.47524 -0.72403 1.737 0.320 -1.026 -0.58
C 2.16416 -2.26909 -1.33677 1.298 -1.657 -0.098 -0.68
H -1.18673 -2.76275 0.47080 0.379 -0.068 -0.090 0.39
H 0.46670 -4.59237 0.46376 0.182 0.241 -0.247 0.44
H 2.66112 -4.26835 -0.77598 -0.255 0.251 0.121 0.46
H 3.10526 -2.03931 -1.84888 -0.427 -0.556 0.289 0.32
N 0.03746 -1.46116 -0.61034 -2.762 -0.355 1.007 0.27
C 1.19716 -1.24568 -1.28242 0.899 4.451 -1.668 0.93
C 1.45389 0.11442 -1.78371 -0.608 -3.405 1.574 0.74
N 0.54381 1.07708 -1.49888 -1.292 1.715 0.311 0.30
C 0.75443 2.37275 -1.77680 0.469 -1.237 0.080 -0.03
C 2.88804 1.80517 -2.74185 -0.046 -1.251 0.174 -0.59
C 1.93248 2.76118 -2.41564 -0.322 0.849 -0.037 -0.97
H 0.01149 3.09291 -1.42407 0.270 -0.228 -0.425 0.48
H 2.07175 3.81741 -2.63086 0.095 -0.219 -0.030 0.43
C 2.65473 0.47577 -2.40552 1.122 0.827 -0.807 -0.74
H 3.37609 -0.30704 -2.59974 0.114 0.364 -0.196 0.41
H 3.80188 2.07174 -3.24177 0.174 0.142 -0.047 0.49
Pd -1.05844 0.41513 -0.24099 3.444 1.330 0.547 -0.02
C -1.18729 2.34524 0.66496 0.172 0.846 0.259 -0.96
H -1.83847 3.03217 0.10628 0.231 -0.502 -0.136 0.44
H -0.14830 2.70492 0.73180 -0.510 -0.281 -0.089 0.52
H -1.59982 2.14733 1.66266 0.054 -0.305 -0.280 0.29
O 1.30875 0.67454 1.33665 -3.238 -1.243 -0.926 -0.34
N 0.18430 0.13854 1.35163 4.687 -1.262 6.535 0.94
O -0.21850 -0.59302 2.30026 1.887 2.184 -2.469 -0.48

***

[3]
11
Properties=species:S:1:pos:R:3:forces:R:3:mulliken_charge:R:1 method="wB97M-V/def2-TZVPD" e_above_lowest_kcal_mol=45.51 e_tot_ev=-8671.669
C -0.04742 -0.25495 0.85663 -5.189 2.369 -3.092 0.36
C 0.28951 0.04751 -0.68839 5.606 -1.786 -0.015 0.58
H 0.84423 -0.66689 2.58460 0.394 -0.634 1.295 0.27
H 1.87842 0.06631 1.25346 -1.799 -0.998 1.661 0.27
H -1.84954 -0.13043 -0.03727 1.597 -1.108 3.812 0.37
H -0.26865 0.17184 -2.62444 -0.577 0.341 1.680 0.30
H -1.23108 1.05932 -1.42935 0.307 -1.179 -0.831 0.27
N 0.95264 -0.13315 1.77204 1.140 0.916 -3.588 -0.44
N -1.38622 -0.28450 1.01534 2.100 0.121 -2.215 -0.75
N -0.68918 0.19102 -1.65672 -0.121 1.522 0.015 -0.62
O 1.50730 -0.06608 -1.04590 -3.459 0.434 1.279 -0.62

***

[4]
69
Properties=species:S:1:pos:R:3:forces:R:3:mulliken_charge:R:1 method="wB97M-V/def2-TZVPD" charge=+4 e_tot_ev=-79147.974 multiplicity=2
C -1.20051 5.03137 0.47324 0.882 0.439 -0.588 -0.81
N -1.54825 3.67009 0.02157 0.589 -1.110 -0.194 0.06
C -2.08956 2.87120 0.95885 -0.012 -1.927 -1.943 -0.30
C -2.44057 1.54447 0.58517 0.288 0.769 -0.779 -0.52
C -2.22116 1.04561 -0.74911 -0.355 2.171 2.800 1.34
C -1.59592 1.92224 -1.63845 -0.338 0.588 -0.249 -0.89
C -1.24111 3.19517 -1.25901 -0.425 0.738 2.412 -0.50
C -2.61219 -0.29109 -1.13098 -0.875 -1.955 -1.834 0.66
C -2.89672 -0.56109 -2.53840 0.804 -1.816 1.613 -0.95
C -2.78780 -1.90526 -2.94183 0.466 0.536 1.631 -0.15
N -2.67068 -2.89490 -1.99791 -0.453 1.148 -3.008 0.01
C -2.67912 -2.66318 -0.70921 0.503 -0.147 0.753 -0.56
C -2.59116 -1.38659 -0.21761 0.401 1.318 -0.828 -0.52
C -2.30773 -4.24409 -2.44686 0.133 -0.568 1.002 -0.87
H -0.23576 5.05533 0.97998 0.031 -0.480 0.136 0.38
H -1.94179 5.39764 1.18349 -0.131 0.093 -0.511 0.35
H -1.04384 5.63245 -0.42245 -0.581 0.318 0.245 0.33
H -2.19395 3.23763 1.96941 -0.162 0.136 -0.048 0.40
H -2.96312 0.99763 1.35609 0.159 -0.368 -0.171 0.50
H -1.51049 1.69881 -2.69163 0.443 -0.276 0.018 0.47
H -0.65236 3.88825 -1.84160 -0.391 0.041 -0.325 0.45
H -3.05177 0.17069 -3.31742 0.141 0.272 0.219 0.61
H -2.52304 -2.22600 -3.93854 -0.781 0.135 -0.297 0.41
H -2.51174 -3.58659 -0.17470 -0.328 0.262 0.792 0.51
H -2.28265 -1.24073 0.80706 -0.242 0.155 0.176 0.45
H -2.85113 -4.94246 -1.81038 -0.254 -0.160 -0.423 0.35
H -1.27253 -4.33315 -2.11742 0.211 -0.368 -0.745 0.40
H -2.49506 -4.42302 -3.50563 0.125 0.144 0.250 0.33
C 1.99794 -3.30946 2.75348 -0.648 0.620 0.612 -0.77
N 2.11003 -2.34721 1.64399 1.371 0.901 -2.165 0.25
C 3.19739 -1.45393 1.58338 -1.325 -0.284 -1.001 -0.28
C 3.44290 -0.64502 0.45553 -1.783 -1.209 0.135 -0.66
C 2.52962 -0.71056 -0.63174 -0.252 -2.378 1.022 0.81
C 1.47847 -1.68093 -0.61142 0.585 0.749 2.626 -0.41
C 1.23624 -2.44118 0.60137 1.692 2.050 -1.997 -0.61
C 2.74271 0.19012 -1.76691 0.004 2.269 0.731 0.17
C 2.79830 1.57238 -1.41501 0.459 1.197 -3.954 -0.76
C 2.98253 2.52329 -2.52499 -0.078 -2.911 1.766 -0.40
N 3.22394 2.07026 -3.79866 1.180 0.043 2.120 0.03
C 3.24437 0.75390 -4.10418 -0.888 -0.252 2.219 -0.34
C 2.90179 -0.18517 -3.08407 0.070 0.710 -1.964 -0.45
C 3.51336 3.03153 -4.86600 -0.906 0.552 -0.917 -0.91
H 1.86939 -4.34431 2.43622 0.269 0.223 -0.415 0.39
H 1.07788 -2.98715 3.24103 0.231 -0.202 0.585 0.23
H 2.87416 -3.21333 3.39464 -0.288 -0.012 0.018 0.29
H 3.80532 -1.37088 2.47215 0.046 -0.312 0.032 0.42
H 4.29763 0.00726 0.35374 0.088 -0.002 0.549 0.62
H 0.76890 -1.65440 -1.42519 -0.126 -0.428 0.046 0.53
H 0.35542 -3.06393 0.65370 0.289 -0.288 0.419 0.61
H 2.67681 1.96426 -0.41598 -0.066 -0.134 0.102 0.59
H 2.96243 3.58583 -2.33257 0.173 0.057 -0.317 0.49
H 3.49638 0.49959 -5.12311 -0.106 -0.146 -0.023 0.49
H 2.68440 -1.19055 -3.41326 0.533 -0.257 0.124 0.54
H 2.53414 3.00139 -5.34382 0.454 0.588 -1.033 0.42
H 4.35098 2.76014 -5.50853 -0.300 -0.608 0.056 0.33
H 3.73839 4.05973 -4.58269 -0.242 -0.269 0.795 0.33
Cl 0.47184 0.88356 2.86215 -2.380 -4.080 3.092 1.67
O 1.20445 1.59550 1.92172 1.966 1.140 -1.979 -0.58
O 1.21740 -0.08381 3.66605 1.583 1.800 0.300 -0.66
O -0.34571 1.74424 3.63565 0.228 1.491 1.138 -0.70
O -0.46612 -0.03721 2.27943 -1.765 -0.896 -3.048 -0.52
Cl -1.01863 -1.54123 7.16909 -0.304 0.071 -0.910 0.15
C -1.51883 -1.38629 5.49353 0.295 0.156 0.391 0.11
C -3.07711 -1.24867 5.31028 -0.836 0.122 0.257 -0.32
Cl -3.87975 0.06987 6.14875 0.685 -0.644 -0.223 0.10
H -1.15537 -2.19712 4.86221 -0.149 -0.218 0.428 0.20
H -1.06569 -0.46633 5.12415 0.003 0.516 -0.020 0.04
H -3.45672 -2.17863 5.73357 -0.141 -0.097 0.307 0.43
H -3.39013 -1.23629 4.26626 0.529 0.283 -0.009 0.23